No. 1
{
  "formula": "C5H14N3",
  "method": "the ωB97M-V functional and the def2-TZVPD basis",
  "e_tot_ha": -362.880460,
  "relative_energy_kcal_mol": 61.94,
  "spin_multiplicity": 1,
  "charge": 1,
  "homo_lumo_gap_ev": 9.7,
  "species": ["C", "C", "C", "C", "C", "N", "N", "N", "H", "H", "H", "H", "H", "H", "H", "H", "H", "H", "H", "H", "H", "H"],
  "xyz": [[0.099, 0.595, -1.613], [-0.013, -1.581, 1.617], [0.849, 0.793, 2.008], [-1.785, -0.222, -0.325], [0.704, -0.366, 1.131], [-0.463, 0.424, -2.835], [-0.513, 0.322, -0.472], [1.392, 1.063, -1.524], [0.956, -2.077, 2.120], [-0.706, -1.537, 2.450], [-0.514, -2.249, 0.830], [1.717, 1.427, 1.838], [0.806, 0.394, 3.027], [0.001, 1.593, 1.879], [-1.959, -1.265, -0.680], [-2.094, -0.261, 0.822], [-2.474, 0.384, -0.856], [1.433, -0.549, 0.353], [-1.177, -0.252, -2.937], [-0.001, 0.738, -3.695], [2.077, 0.985, -2.379], [1.664, 1.641, -0.760]],
  "forces_ev_per_a": [[0.230, -0.212, 0.917], [1.710, -1.708, 0.001], [-1.380, 2.041, 0.436], [-1.986, -1.325, 2.064], [-2.255, 0.241, -2.606], [1.217, 0.645, 0.025], [3.344, -0.363, 0.875], [1.059, -0.741, -3.237], [-1.955, 0.292, -1.165], [-0.109, 0.834, 0.062], [1.421, 0.906, 1.022], [0.392, -0.484, 0.058], [0.124, 0.546, 0.058], [1.052, -1.921, 0.353], [0.524, 0.476, 0.035], [0.567, 0.374, -2.429], [-1.148, 0.644, -0.301], [0.299, -0.165, 0.311], [-0.743, -0.511, -0.105], [-0.300, -0.184, 0.832], [-2.146, 0.423, 2.487], [0.083, 0.191, 0.307]]
}

No. 2
{
  "formula": "C5H14N3O",
  "method": "the ωB97M-V functional and the def2-TZVPD basis",
  "e_tot_ha": -438.148775,
  "relative_energy_kcal_mol": 40.85,
  "spin_multiplicity": 1,
  "charge": 1,
  "homo_lumo_gap_ev": 11.0,
  "species": ["C", "C", "C", "C", "C", "N", "N", "N", "O", "H", "H", "H", "H", "H", "H", "H", "H", "H", "H", "H", "H", "H", "H"],
  "xyz": [[-2.038, 0.302, -0.157], [2.453, -2.328, -0.070], [2.127, 2.507, 0.003], [-4.365, -0.086, 0.095], [2.223, 0.033, 0.114], [1.640, -1.158, 0.068], [1.648, 1.187, 0.103], [-3.021, -0.663, -0.154], [-0.861, 0.030, 0.095], [-2.243, 1.390, -0.411], [3.555, -2.147, 0.006], [2.392, -2.936, 0.726], [2.087, -2.781, -0.917], [2.805, 2.522, -0.933], [1.287, 3.140, -0.142], [2.839, 2.795, 0.946], [-4.942, -0.565, -0.756], [-4.839, -0.501, 0.983], [-4.413, 1.038, -0.051], [0.595, -1.306, -0.037], [0.598, 0.970, 0.200], [3.391, 0.143, 0.036], [-2.918, -1.586, 0.253]],
  "forces_ev_per_a": [[0.604, -1.396, 0.376], [2.051, 1.985, -0.259], [4.544, 0.531, 0.274], [-1.386, -1.099, -2.945], [3.261, 0.353, -0.943], [-0.414, 1.207, 0.352], [-4.445, -2.525, 1.031], [-0.044, 3.515, 0.862], [0.002, -0.039, -0.211], [-0.708, -1.449, 0.193], [-0.912, 0.440, -1.064], [-1.109, -2.416, 2.970], [0.087, -1.541, -2.104], [-1.023, 0.508, 1.447], [-0.328, 0.777, 0.127], [-2.018, -0.424, -2.222], [-0.061, 1.037, 0.983], [0.366, 0.602, 0.334], [0.185, -1.543, 0.575], [1.607, 0.929, 0.396], [1.124, 1.233, -0.327], [-2.206, -1.007, 0.307], [0.822, 0.321, -0.153]]
}

No. 3
{
  "formula": "C5H14N3P2",
  "method": "the ωB97M-V functional and the def2-TZVPD basis",
  "e_tot_ha": -1045.577106,
  "relative_energy_kcal_mol": 65.56,
  "spin_multiplicity": 1,
  "charge": 1,
  "homo_lumo_gap_ev": 8.5,
  "smiles": "C#[N+]P(C)(C)=NP(C)(C)=N",
  "species": ["C", "C", "C", "C", "C", "N", "N", "N", "P", "P", "H", "H", "H", "H", "H", "H", "H", "H", "H", "H", "H", "H", "H", "H"],
  "xyz": [[-1.331, 2.375, 0.335], [-2.845, -0.871, -1.310], [-1.644, -0.750, 1.545], [2.661, 0.672, -1.396], [2.143, -1.408, 0.720], [-1.819, 1.336, 0.270], [-0.065, -0.279, -0.886], [0.977, 1.345, 0.817], [-1.455, -0.362, -0.184], [1.434, 0.213, -0.124], [-1.139, 3.433, 0.621], [-2.568, -0.599, -2.344], [-2.782, -1.990, -1.516], [-3.738, -0.303, -1.059], [-0.654, -0.475, 1.971], [-2.475, -0.196, 2.112], [-1.721, -1.910, 1.611], [2.600, 0.113, -2.296], [2.245, 1.743, -1.588], [3.609, 0.746, -0.844], [2.364, -1.049, 1.751], [1.658, -2.368, 0.760], [3.041, -1.615, 0.105], [1.503, 2.199, 0.929]],
  "forces_ev_per_a": [[0.232, 0.884, 1.280], [2.095, -0.453, -0.791], [-0.171, -2.366, 1.094], [-1.923, 2.635, 1.599], [0.609, 2.278, -0.581], [-0.807, 1.570, -1.358], [0.420, -0.560, 0.732], [-0.111, 1.651, 1.023], [0.768, 0.041, -1.275], [-1.491, -3.566, -0.952], [0.039, -1.220, -0.573], [0.238, 0.718, 0.509], [-0.874, 1.175, 1.309], [-0.375, -0.844, 0.237], [-0.621, -0.030, -0.077], [1.131, -1.074, -1.112], [-0.105, 1.970, 0.267], [0.360, -0.688, -0.604], [1.117, -1.627, -0.054], [-0.062, -0.149, -0.678], [0.266, -0.461, -0.735], [-1.034, 0.072, -0.138], [-0.030, 0.267, 0.734], [0.328, -0.223, 0.144]]
}

No. 4
{
  "formula": "C5H14N3S",
  "method": "the ωB97M-V functional and the def2-TZVPD basis",
  "e_tot_ha": -761.045096,
  "relative_energy_kcal_mol": 38.92,
  "spin_multiplicity": 1,
  "charge": 1,
  "homo_lumo_gap_ev": 9.7,
  "species": ["C", "C", "C", "C", "C", "N", "N", "N", "S", "H", "H", "H", "H", "H", "H", "H", "H", "H", "H", "H", "H", "H", "H"],
  "xyz": [[0.756, 0.298, -0.596], [-1.343, 0.097, -0.062], [-2.036, -0.443, -1.271], [-1.287, -0.805, 1.134], [2.989, -0.658, -0.058], [-1.529, 1.426, 0.198], [-0.469, 1.990, 0.853], [1.583, -0.486, 0.356], [0.931, 1.999, -0.330], [0.869, -0.032, -1.617], [-3.105, -0.526, -1.075], [-1.671, -1.435, -1.521], [-1.898, 0.209, -2.131], [-2.317, -1.002, 1.438], [-0.787, -0.335, 1.976], [-0.845, -1.770, 0.898], [3.036, -1.175, -1.016], [3.449, 0.323, -0.165], [3.537, -1.236, 0.684], [-1.929, 1.961, -0.574], [-0.648, 2.955, 1.114], [1.559, 0.048, 1.234], [1.155, -1.404, 0.531]],
  "forces_ev_per_a": [[-1.726, 0.554, 0.322], [1.842, -0.053, -0.320], [-0.130, 0.112, -0.054], [-0.085, 0.119, 0.027], [0.800, -0.119, -0.208], [-0.770, 0.235, -0.233], [0.483, 0.140, 0.280], [-0.105, -0.233, 0.261], [-0.185, -0.256, -0.164], [0.150, -0.185, -0.091], [-0.104, -0.030, 0.030], [0.027, -0.048, 0.024], [0.022, 0.031, -0.080], [-0.047, -0.066, 0.053], [0.070, 0.001, 0.052], [0.024, -0.126, -0.016], [-0.169, 0.023, 0.058], [-0.130, -0.013, 0.044], [-0.093, 0.010, 0.061], [0.301, -0.042, 0.019], [-0.197, -0.029, 0.002], [-0.077, -0.289, -0.098], [0.100, 0.265, 0.029]]
}

No. 5
{
  "formula": "C5H14N4",
  "method": "the ωB97M-V functional and the def2-TZVPD basis",
  "e_tot_ha": -417.799065,
  "relative_energy_kcal_mol": 81.23,
  "spin_multiplicity": 1,
  "homo_lumo_gap_ev": 7.7,
  "species": ["C", "N", "C", "N", "H", "H", "H", "H", "H", "H", "C", "C", "N", "N", "C", "H", "H", "H", "H", "H", "H", "H", "H"],
  "xyz": [[-0.057, -2.080, -1.462], [-0.549, -1.129, -0.463], [0.143, -1.048, 0.894], [1.404, -1.330, 1.035], [-1.549, -1.226, -0.314], [1.937, -1.213, 0.175], [-0.513, -1.377, 1.705], [-0.143, -3.116, -1.122], [0.994, -1.885, -1.670], [-0.627, -1.953, -2.384], [0.486, 1.272, -1.444], [-0.350, 0.931, 0.942], [0.806, 1.553, 1.501], [-1.559, 0.946, 1.736], [-0.575, 0.892, -0.463], [1.220, 2.288, 0.944], [1.514, 0.857, 1.738], [-1.892, 1.894, 1.884], [-1.370, 0.560, 2.656], [-1.595, 0.994, -0.815], [0.258, 0.903, -2.444], [0.554, 2.363, -1.502], [1.462, 0.903, -1.127]],
  "forces_ev_per_a": [[-0.046, -0.199, 0.461], [0.283, -0.024, -0.379], [0.111, -0.925, -0.699], [-0.645, 0.552, -0.034], [0.138, -0.220, 0.114], [-0.098, -0.009, -0.076], [-0.006, 0.273, 0.073], [-0.003, -0.057, -0.133], [-0.042, 0.039, -0.029], [0.024, 0.016, 0.053], [-0.061, -0.187, 0.088], [-0.347, 0.733, -0.827], [0.194, -0.110, 0.062], [-0.100, -0.156, -0.052], [0.512, 0.600, 1.348], [-0.039, -0.057, -0.004], [0.039, 0.080, -0.076], [0.088, -0.049, 0.075], [-0.004, 0.046, -0.062], [-0.016, -0.292, 0.037], [0.033, -0.019, 0.029], [-0.024, -0.021, 0.039], [0.010, -0.016, -0.008]]
}

No. 6
{
  "formula": "C5H14N6",
  "method": "the ωB97M-V functional and the def2-TZVPD basis",
  "e_tot_ha": -526.752133,
  "relative_energy_kcal_mol": 61.67,
  "spin_multiplicity": 1,
  "charge": 2,
  "homo_lumo_gap_ev": [6.1, 6.1],
  "species": ["C", "C", "C", "C", "C", "N", "N", "N", "N", "N", "N", "H", "H", "H", "H", "H", "H", "H", "H", "H", "H", "H", "H", "H", "H"],
  "xyz": [[0.680, -0.211, -1.317], [-1.030, -1.289, 0.203], [1.065, 0.886, 1.708], [-0.092, 1.021, 0.766], [-0.257, -0.108, -0.241], [-2.288, 2.360, -0.982], [-2.407, 1.244, -1.018], [0.789, -1.235, -2.123], [-1.639, -2.070, -0.658], [1.459, 0.877, -1.536], [-0.852, -1.715, 1.385], [0.758, 0.516, 2.661], [1.856, 0.230, 1.403], [1.479, 1.961, 1.732], [0.014, 1.869, 0.123], [-1.081, 0.989, 1.298], [-2.686, 3.335, -0.805], [0.763, -2.023, -1.575], [1.503, -1.333, -2.909], [-1.774, -1.640, -1.531], [-1.811, -3.056, -0.641], [1.320, 1.549, -0.843], [2.339, 0.695, -2.088], [-0.182, -1.239, 1.878], [-1.421, -2.469, 1.851]],
  "forces_ev_per_a": [[-0.160, 3.295, 0.849], [1.845, 0.054, -2.921], [0.967, 2.661, -0.016], [-1.615, -2.452, -0.675], [-0.764, -0.654, -0.027], [-0.792, -1.780, 0.632], [0.272, 2.522, -0.245], [1.584, -0.737, -3.061], [-0.669, 0.511, -1.041], [0.486, -2.675, -1.777], [-2.275, -2.478, 2.838], [-0.157, 0.298, 0.933], [0.452, -0.280, -0.641], [-0.178, -1.841, 0.938], [-0.455, 1.282, 0.230], [0.940, 0.860, -0.211], [0.548, -0.925, -0.466], [-0.457, -2.916, 0.720], [-1.291, 0.708, 1.591], [-0.378, 0.179, -1.316], [-0.130, -0.340, 0.704], [0.971, 1.571, 0.504], [-1.338, 1.041, 1.136], [1.643, 0.954, 2.063], [0.949, 1.144, -0.740]]
}